# 1
{"formula": "C2H3PS", "method": "ωB97M-V/def2-TZVPD", "elements": ["C", "S", "H", "H", "H", "P", "C"], "positions_angstrom": [[1.0480, 0.7575, 0.1958], [1.9489, -0.5495, -0.0996], [1.2850, 1.7361, 0.1514], [0.0121, 0.5723, 0.0749], [-2.3832, 0.1879, -0.0246], [-0.5367, -2.0212, -0.0643], [-1.3742, -0.6831, -0.2336]], "atomic_forces_ev_per_a": [[0.7, -3.6, -1.4], [0.3, 1.3, 0.6], [1.6, 3.1, 0.4], [-1.5, -0.1, 0.5], [3.8, -3.1, -1.0], [-1.7, 2.0, -0.6], [-3.1, 0.4, 1.5]], "lowdin_charge": [-0.515, 0.588, -0.024, -0.129, 0.095, 0.615, -0.630], "energy_ev": -22241.7717, "orbital_gap_ev": 7.842, "total_charge": 0, "de_lowest_kj_mol": 270.7, "homo_energy_ev": -8.64, "e_lumo_ev": -0.80}



# 2
{"formula": "C79H65BF11O5P", "method": "ωB97M-V/def2-TZVPD", "elements": ["C", "H", "C", "F", "C", "C", "C", "H", "H", "F", "C", "H", "H", "O", "H", "H", "H", "H", "H", "H", "H", "H", "H", "H", "C", "H", "C", "C", "F", "H", "H", "H", "C", "H", "C", "C", "C", "C", "H", "C", "C", "C", "H", "F", "C", "C", "H", "C", "H", "H", "C", "C", "F", "F", "B", "C", "H", "C", "C", "C", "C", "C", "C", "C", "H", "H", "C", "F", "H", "H", "H", "H", "C", "C", "C", "H", "C", "H", "C", "C", "H", "C", "H", "C", "H", "C", "H", "C", "H", "C", "H", "C", "H", "H", "C", "C", "C", "C", "C", "H", "O", "C", "C", "H", "C", "H", "C", "H", "C", "C", "H", "C", "C", "C", "C", "H", "C", "H", "H", "H", "C", "H", "H", "C", "H", "C", "H", "H", "C", "H", "C", "P", "H", "C", "C", "C", "H", "F", "O", "O", "H", "C", "C", "C", "F", "C", "C", "H", "C", "F", "C", "O", "C", "H", "F", "H", "C", "C", "H", "H", "C", "C"], "positions_angstrom": [[-5.3022, -9.1197, 10.2891], [-2.0547, -7.0981, -3.3891], [1.3270, 4.0306, 3.5105], [0.6781, 0.0309, 2.8129], [-4.8125, -3.4222, 0.3639], [-4.9280, -6.8066, 10.8516], [-0.2478, 4.4668, -7.1810], [-7.5049, 7.0608, -2.4816], [-3.1536, 0.1823, -7.1606], [3.5628, 3.1023, 0.0494], [-6.8466, 7.7996, -2.0390], [-6.0182, 6.4324, -0.6077], [-5.4084, -4.9316, 1.7710], [-0.6370, -3.3574, 6.6971], [0.1626, -3.3915, 8.7014], [1.8241, 9.8206, -2.9221], [-4.6852, -6.2755, -2.2423], [7.6183, 1.2496, -2.6186], [-4.4830, 10.4381, -0.4883], [-2.8247, 3.9034, 1.5129], [-4.8544, -2.6183, 1.0897], [1.4988, 5.0847, 3.6993], [-3.9783, 1.2092, -5.0636], [6.5937, -0.6878, -5.2268], [4.6152, 2.6221, -0.6417], [-0.4788, 3.4713, -7.5397], [7.2346, -0.1282, -5.8979], [-5.1600, 8.3906, -0.4208], [0.1343, -1.9568, -4.9594], [-4.9503, -6.0018, 11.5772], [1.5327, -10.4363, 6.4966], [-5.6543, -8.2804, 12.2346], [1.8129, 2.0319, 2.2554], [2.3542, 1.5096, 1.4763], [-4.4049, -4.1890, -1.8672], [-1.1598, -6.5191, -3.1907], [5.8968, 2.8511, -0.1734], [8.3247, 0.5572, -5.3911], [6.1237, -0.6145, -7.6702], [0.4106, 3.3286, 4.2831], [1.5621, 9.7953, 0.4548], [1.0383, -6.9812, 6.5222], [-3.0954, 5.7632, -2.3254], [-4.0535, -3.9289, -3.1379], [0.7385, 6.6370, -7.5357], [0.1884, 1.9799, 4.0410], [0.7596, 5.0531, -8.9857], [-4.4447, -3.1543, -0.9490], [-1.1552, -2.1555, 8.3403], [0.1101, -3.4132, -3.6544], [-2.3396, 4.2200, 0.5972], [-1.3843, -0.5727, -3.8066], [-4.3953, 5.0536, -0.1998], [-4.0777, -7.3545, 7.3736], [-0.5488, -4.7640, 6.8261], [1.1326, -5.0272, -2.6658], [-4.1797, -5.5688, 9.2518], [-3.1182, 0.5488, -5.0426], [-5.1257, -4.7229, 0.7451], [-5.9865, 10.0330, -1.9544], [-4.7200, -5.4858, -1.5015], [-6.0086, 7.4456, -0.9863], [-4.8860, -8.8715, 8.9869], [2.3858, -5.8045, 2.3078], [-2.8425, 0.7302, -2.9177], [0.6836, 4.2679, -0.9373], [0.0592, -4.4457, -3.3350], [2.0746, -6.9334, -1.6276], [-1.9217, -4.7370, -4.1097], [5.3146, 0.8658, -3.4407], [2.7376, 3.9385, 1.8932], [1.9177, 10.3518, 1.3137], [0.6856, 8.3868, -1.7800], [2.0271, 3.3870, 2.4943], [-6.8396, 9.1028, -2.5227], [-4.1893, -2.1492, -1.2628], [4.3925, 1.9090, -1.8061], [3.7972, -9.9767, 6.0250], [-1.1301, 5.0698, -1.7646], [2.0221, -7.8632, 5.7569], [2.3391, -7.1189, 0.3086], [-4.4868, -7.5945, 8.6328], [-1.9496, -6.0870, 7.1707], [8.9174, 1.3093, -7.5844], [-1.1783, 4.1713, -5.2579], [0.9503, -5.2762, 4.5628], [-0.3916, 3.5060, 1.1561], [-0.9813, 4.0052, 0.3953], [-0.8810, -0.8027, -2.8747], [-2.4908, 5.2750, -1.5697], [0.7306, -7.3815, 7.5402], [0.2904, 7.9910, -0.5073], [-5.3175, -6.7683, 0.1134], [2.0298, -4.4602, -2.4473], [-0.9297, -1.1342, -4.9876], [6.9790, -0.0876, -7.2631], [0.8930, 1.3456, 3.0334], [1.0445, -6.3528, -2.2749], [0.7256, 8.6962, 0.6104], [1.2826, 7.3289, -8.1681], [2.6040, -4.6789, 1.9096], [-2.6542, -0.0256, -6.2211], [2.6084, -7.0965, 1.4001], [0.3493, 7.8347, -2.6494], [2.4520, -7.4282, 4.3859], [0.5436, 8.0243, -5.8956], [9.1675, 1.2782, -6.2180], [-4.8701, -9.6625, 8.2468], [-4.5009, -6.5588, 9.5529], [0.3319, 7.0285, -6.2665], [-7.4907, 9.3994, -3.3362], [-0.3780, 4.4313, -0.7829], [-5.1440, 9.6910, -0.9108], [-3.0797, 4.8493, -0.3899], [6.7711, 1.6368, -2.0606], [-0.1300, 3.8319, 5.0766], [-1.0852, -5.1933, -3.5928], [-1.1697, -1.3176, -7.1043], [9.5764, 1.8640, -8.2425], [7.9895, 2.5175, -0.5230], [3.0962, -8.2812, 1.9384], [0.5583, -1.9196, 7.6413], [-4.5104, 8.1142, 0.4023], [6.9813, 2.3508, -0.8845], [0.4490, -1.6789, 3.3422], [-0.2452, -2.6769, 7.9207], [-0.5273, 1.4187, 4.6299], [-0.3582, 7.1317, -0.3841], [0.4864, -5.6829, 5.9699], [-5.6083, -10.1186, 10.5779], [-5.0772, -5.7545, -0.1858], [2.5928, -9.4567, 6.5776], [3.3775, 1.7406, -2.1465], [7.8226, 0.6289, -8.1057], [-5.3255, -8.0876, 11.2193], [-0.0880, -7.1045, -2.5330], [0.4135, 8.3888, 1.6022], [-5.9759, 11.2915, -2.4250], [2.8725, -9.2039, 8.0627], [4.4232, -8.8760, 3.9325], [-0.6558, 5.4063, -2.6789], [1.5132, 9.4924, -1.9375], [-2.4821, 0.2786, -3.8353], [3.4515, -8.2899, 3.4882], [-0.7425, 6.5114, -4.2339], [0.4456, 5.3569, -7.9931], [-0.3535, 6.1310, -5.4666], [6.0411, 3.4161, 0.7399], [0.4627, -3.9618, 3.8817], [2.7492, 11.2477, -0.9690], [-1.5498, -0.8677, -6.1950], [-1.4137, -5.4812, 7.7217], [0.3838, -2.7750, 3.5828], [7.6248, 0.6565, -9.1716], [8.5691, 0.5217, -4.0680], [-0.1262, -8.1408, -2.2191], [-0.6454, 4.8541, -5.9074], [1.9444, 10.1822, -0.8179], [3.2283, -9.2148, 1.3076], [10.0106, 1.8094, -5.7931], [5.4778, 1.4184, -2.5222], [1.9004, -6.1335, 3.7873]], "atomic_forces_ev_per_a": [[0.0, 0.2, 0.0], [0.1, 0.0, 0.0], [0.1, 0.1, 0.0], [0.0, 0.3, -0.2], [0.0, -0.3, -0.1], [0.0, -0.3, -0.1], [0.1, 0.3, 0.0], [0.0, 0.1, 0.0], [0.1, 0.0, 0.1], [-0.1, 0.1, -0.1], [0.2, 0.2, 0.2], [0.0, 0.2, 0.0], [0.0, 0.0, -0.1], [1.0, -2.0, 1.1], [-0.4, 0.8, -0.9], [0.0, 0.0, 0.1], [0.0, 0.1, 0.0], [-0.4, 0.2, 0.4], [0.0, 0.0, 0.0], [0.0, 0.0, -0.1], [0.0, 0.0, -0.1], [0.0, -0.1, 0.0], [0.1, -0.1, 0.0], [0.1, 0.0, 0.0], [0.7, -0.3, -0.5], [0.0, 0.0, 0.1], [-0.1, -0.1, 0.2], [-0.2, 0.0, -0.2], [0.2, 0.2, -0.3], [0.0, 0.0, -0.1], [0.6, 0.5, -0.7], [0.0, 0.0, -0.1], [0.0, -0.2, -0.1], [0.0, 0.0, 0.0], [-0.2, -0.1, 0.7], [0.1, 0.1, 0.0], [0.0, 0.1, 0.2], [-0.1, 0.0, -0.8], [0.1, 0.0, 0.1], [0.1, 0.0, -0.2], [0.1, 0.1, 0.2], [0.7, 0.4, -2.2], [0.0, 0.0, 0.1], [0.0, 0.0, -0.1], [-0.1, -0.2, 0.1], [-0.2, -0.3, 0.1], [0.0, 0.0, 0.1], [0.1, 0.2, -0.1], [1.1, -0.5, -0.4], [0.1, -0.3, 0.2], [-0.2, 0.0, 0.1], [0.2, -0.1, 0.2], [-0.1, -0.1, 0.1], [0.1, 0.1, -0.2], [-0.7, -0.2, 0.1], [0.2, 0.0, 0.1], [0.0, -0.1, 0.0], [-0.1, 0.1, 0.0], [0.0, 0.0, 0.1], [0.0, -0.6, 0.2], [0.0, -0.2, -0.2], [-0.1, -0.1, 0.0], [0.0, -0.1, -0.3], [0.0, -0.6, 0.3], [0.1, -0.1, -0.1], [-0.1, 0.0, 0.0], [0.0, -0.3, 0.2], [0.2, -0.1, -0.1], [0.1, 0.0, 0.1], [0.0, 0.0, 0.1], [-0.1, -0.1, 0.1], [0.0, 0.0, -0.1], [0.1, 0.1, 0.2], [-0.2, -0.1, 0.3], [-0.1, 0.1, -0.2], [0.0, -0.1, 0.0], [-0.3, 0.0, 0.0], [-0.9, 0.2, -0.6], [0.1, -0.3, 0.3], [-0.9, 2.5, -2.0], [0.4, 0.6, 1.4], [-0.3, -0.1, 0.9], [0.4, 0.0, 0.7], [-0.2, -0.1, 0.1], [0.0, 0.0, 0.0], [0.4, -0.7, -0.3], [-0.1, 0.0, 0.0], [0.0, 0.1, -0.2], [0.0, 0.0, -0.1], [-0.2, 0.1, -0.1], [0.4, 0.9, -1.4], [-0.1, 0.0, 0.1], [0.0, 0.1, -0.1], [0.0, -0.1, 0.0], [-0.6, 0.5, 0.0], [0.2, 0.2, 0.0], [0.2, 0.9, 0.1], [-0.7, 0.4, -0.5], [0.1, 0.0, -0.3], [-0.1, 0.0, 0.1], [-0.4, -1.6, 0.4], [0.0, 0.0, 0.2], [0.3, -1.7, 1.1], [0.0, 0.1, 0.1], [-1.6, 1.4, 1.1], [0.0, 0.0, 0.0], [0.2, 0.1, 0.1], [0.0, 0.0, 0.0], [0.1, 0.2, -0.2], [0.0, 0.2, 0.2], [0.1, 0.0, 0.0], [0.0, -0.1, 0.0], [0.1, 0.2, 0.1], [0.8, -0.1, -0.1], [0.2, 0.0, 0.0], [0.0, -0.1, -0.1], [0.0, 0.1, -0.1], [0.0, 0.0, 0.1], [0.0, 0.0, 0.1], [-0.1, 0.0, 0.0], [-0.8, 1.9, 0.5], [-1.1, -1.0, 0.5], [0.0, 0.0, -0.1], [-0.3, -0.1, -0.2], [-0.4, -2.2, 0.3], [-0.1, 0.6, 0.3], [0.0, 0.0, 0.0], [0.1, 0.1, 0.0], [2.1, -1.8, -2.0], [0.0, 0.1, -0.1], [0.0, 0.3, 0.0], [0.4, 1.1, 3.7], [0.0, 0.0, 0.0], [0.0, 0.0, -0.1], [0.0, 0.0, 0.1], [0.1, -0.3, 0.2], [0.0, 0.0, -0.1], [0.0, 0.1, 0.0], [-0.7, -0.2, -2.2], [-1.6, 0.7, -0.4], [-0.2, -0.2, 0.4], [0.1, 0.1, -0.2], [0.0, -0.1, -0.3], [-0.3, 0.3, -0.7], [-0.1, 0.3, -0.3], [0.0, 0.0, -0.1], [0.3, -0.1, -0.8], [0.0, 0.0, 0.0], [1.2, -0.2, 1.4], [0.1, 0.1, 0.0], [0.1, -0.1, -0.2], [0.6, 1.0, -1.6], [0.4, -0.9, 0.3], [0.0, 0.0, 0.1], [0.3, -0.2, -0.2], [0.0, 0.0, 0.0], [-0.2, -0.2, 0.2], [-0.4, -0.5, 0.1], [0.1, 1.3, 1.0], [0.0, 0.0, 0.0], [0.1, 0.1, 0.2], [-0.3, -1.2, 1.7]], "lowdin_charge": [-0.084, 0.103, -0.094, 0.021, -0.080, -0.080, -0.078, 0.104, 0.105, 0.032, -0.080, 0.084, 0.101, -0.027, 0.103, 0.114, 0.113, 0.079, 0.116, 0.117, 0.105, 0.103, 0.102, 0.115, -0.281, 0.105, -0.021, -0.079, 0.038, 0.106, 0.017, 0.101, -0.013, 0.112, -0.289, -0.083, -0.017, -0.279, 0.106, -0.084, -0.021, 0.018, 0.120, 0.051, -0.079, -0.018, 0.102, -0.016, 0.101, 0.077, -0.010, -0.016, 0.044, 0.054, -0.512, -0.002, 0.116, -0.097, -0.096, -0.292, -0.022, -0.102, -0.020, -0.285, 0.106, 0.105, -0.063, 0.029, 0.094, 0.097, 0.095, 0.115, -0.068, -0.088, -0.022, 0.113, -0.016, 0.018, -0.097, -0.225, 0.094, -0.285, 0.093, -0.081, 0.115, -0.056, 0.083, -0.067, 0.119, -0.006, 0.119, -0.083, 0.105, 0.120, -0.285, -0.080, -0.269, -0.281, -0.078, 0.107, 0.100, -0.084, 0.034, 0.084, -0.038, 0.116, -0.014, 0.116, -0.015, -0.014, 0.115, -0.088, -0.017, -0.281, -0.081, 0.106, -0.086, 0.118, 0.106, 0.107, 0.018, 0.107, 0.106, -0.072, 0.043, -0.063, 0.118, 0.080, 0.021, 0.105, -0.083, 0.735, 0.116, -0.096, -0.097, -0.020, 0.103, 0.058, -0.503, 0.055, 0.080, -0.015, -0.081, -0.310, 0.023, -0.094, -0.275, 0.117, -0.056, 0.058, -0.017, 0.092, 0.141, 0.102, 0.034, 0.116, -0.013, -0.291, 0.125, 0.118, -0.071, -0.003], "energy_ev": -133067.1813, "orbital_gap_ev": 7.964, "total_charge": 0, "homo_energy_ev": -9.07, "e_lumo_ev": -1.11}



# 3
{"formula": "C5H12NP", "method": "ωB97M-V/def2-TZVPD", "elements": ["C", "H", "C", "H", "H", "H", "C", "H", "C", "C", "N", "H", "H", "H", "H", "H", "H", "P", "H"], "positions_angstrom": [[-1.7198, 0.6623, -1.2924], [-2.2999, -0.8019, 0.2019], [2.3358, -1.0422, 1.9583], [0.4015, 2.3628, -0.5007], [-1.7417, 1.8020, -1.1074], [-2.4695, 0.6633, 0.8197], [-0.2441, 0.2452, -1.0628], [0.3638, 0.4099, -1.9138], [-2.5863, 0.1421, -0.1356], [2.4392, -1.2591, 0.5393], [1.7392, -2.1527, 1.0240], [2.8882, -1.1282, -0.4417], [-2.1334, 0.2182, -2.2015], [-3.7084, 0.0347, -0.3431], [1.5876, -0.2970, 2.3510], [1.7932, 1.0178, 0.1640], [-0.3324, -0.8741, -0.7020], [0.3774, 1.3075, 0.2304], [3.3096, -1.3109, 2.4123]], "atomic_forces_ev_per_a": [[0.0, 1.1, 1.9], [0.6, -2.1, 0.0], [0.2, 0.3, -0.2], [0.3, 3.2, -2.1], [-0.4, -1.4, -1.6], [-0.1, 0.7, -0.4], [-1.9, -2.6, 0.7], [0.4, -0.5, -1.1], [-1.9, 0.6, 0.3], [0.2, -0.1, -1.5], [-0.2, -0.2, 1.0], [-0.1, 0.5, 0.2], [0.2, 0.8, -0.2], [1.6, 0.5, 0.0], [1.3, -0.9, -0.2], [-0.7, 0.4, -0.1], [0.9, 2.1, -0.9], [0.9, -2.5, 3.5], [-1.2, 0.3, 0.8]], "lowdin_charge": [-0.335, 0.031, -0.158, -0.152, 0.102, 0.053, -0.528, 0.046, -0.169, -0.310, 0.114, 0.112, 0.101, 0.096, 0.065, -0.085, 0.109, 0.824, 0.084], "energy_ev": -16154.2828, "orbital_gap_ev": 10.263, "total_charge": 0, "de_lowest_kj_mol": 361.7, "homo_energy_ev": -9.18, "e_lumo_ev": 1.08}



# 4
{"formula": "H24O12", "method": "ωB97M-V/def2-TZVPD", "elements": ["H", "H", "H", "H", "H", "H", "H", "H", "H", "H", "H", "O", "O", "O", "H", "H", "O", "H", "H", "O", "O", "O", "H", "H", "O", "O", "H", "O", "O", "H", "H", "H", "H", "H", "H", "O"], "positions_angstrom": [[0.2636, -1.9240, 2.6548], [0.2147, 0.6332, -0.0766], [-1.5012, -3.4356, -0.7312], [0.9589, -2.9191, 0.3070], [-0.1243, -0.8584, -0.1481], [2.1580, -0.0786, -2.7182], [3.6323, 1.3326, 0.9700], [1.8161, -2.4994, 1.4940], [-2.3033, -1.5551, 1.2498], [-2.1386, 2.4357, 0.4032], [2.6906, 0.1375, 1.1004], [1.6685, -0.9042, -2.6129], [-0.7523, 1.7315, -3.0964], [-2.5385, -0.8286, 1.8401], [-2.1433, -1.0593, 2.6889], [2.5755, 1.6429, -1.2702], [-0.4444, 0.0130, -0.4103], [0.1883, 1.5676, -2.9560], [1.9088, 2.7951, -2.0329], [-2.1453, 2.1823, 1.3313], [1.9968, 1.8361, -2.0218], [0.1468, -1.4416, 3.4899], [1.0508, 2.6879, 1.6967], [1.8555, 3.9320, 1.3365], [1.0691, -2.2127, 0.9543], [-2.9099, -0.4734, -1.9270], [-1.1922, 0.9767, -2.6930], [-1.9652, -2.8664, -0.1092], [0.9854, 3.5330, 1.2431], [1.2152, -0.7873, -1.7717], [-2.7610, -3.3590, 0.1234], [0.8275, -0.7638, 3.4837], [-2.1587, -0.2752, -1.3502], [-2.3211, 1.2291, 1.3266], [-2.7039, -1.3266, -2.3165], [2.8807, 0.9021, 0.5482]], "atomic_forces_ev_per_a": [[-0.2, 0.3, 0.2], [-0.2, 0.2, -0.1], [-0.1, 0.0, 0.0], [0.0, 0.0, 0.0], [-0.2, 0.2, 0.4], [-0.2, 0.0, -0.1], [0.0, 0.0, 0.0], [0.1, 0.0, -0.1], [0.1, 0.3, -0.1], [0.0, 0.0, 0.0], [0.0, -0.1, -0.1], [0.2, -0.3, 0.1], [0.1, 0.1, -0.1], [-0.1, -0.1, 0.2], [0.1, 0.1, 0.0], [-0.3, 0.0, 0.0], [0.3, -0.3, -0.2], [-0.1, -0.1, 0.1], [-0.1, 0.0, 0.0], [0.1, -0.1, 0.0], [0.4, 0.2, 0.0], [0.0, -0.3, 0.0], [-0.2, 0.0, 0.0], [0.0, 0.0, 0.0], [0.3, -0.2, 0.0], [0.0, 0.2, -0.1], [-0.1, 0.0, -0.1], [0.1, -0.3, 0.0], [0.1, 0.1, -0.1], [-0.1, 0.2, -0.1], [-0.1, 0.1, -0.1], [-0.1, 0.1, 0.0], [-0.1, -0.1, 0.2], [0.0, 0.0, 0.0], [0.0, 0.0, 0.0], [0.1, 0.1, 0.2]], "lowdin_charge": [-0.005, 0.048, 0.059, 0.071, 0.005, 0.010, 0.064, 0.071, -0.014, 0.031, 0.040, -0.060, -0.060, -0.048, 0.032, 0.014, -0.038, -0.013, 0.069, -0.068, -0.061, -0.052, 0.015, 0.028, -0.045, -0.053, -0.010, -0.040, -0.052, -0.017, 0.072, 0.032, -0.018, -0.010, 0.029, -0.034], "energy_ev": -24959.8756, "orbital_gap_ev": 9.352, "total_charge": 0, "de_lowest_kj_mol": 175.5, "homo_energy_ev": -10.20, "e_lumo_ev": -0.85}